No. 1
DFT (ωB97M-V/def2-TZVPD) results for a 10-piece molecular cluster, C39H74NO6S6 overall.

```
126
Properties=species:S:1:pos:R:3:forces:R:3:lowdin_charge:R:1
C 0.862056 2.358484 -2.268270 8.394 -1.808 3.175 -0.07
C 0.723056 0.928484 -1.788270 1.752 -2.429 -4.955 -0.29
C -0.124944 0.905484 -0.664270 2.702 0.231 4.241 -0.28
C -0.291944 -0.389516 -0.132270 0.072 -6.349 1.213 -0.16
N -1.388944 -0.678516 0.890730 1.139 1.111 -0.479 -0.31
C -1.288944 0.237484 1.992730 -0.342 4.053 2.024 -0.14
C -1.806944 -0.391516 3.316730 -1.699 -1.846 -3.588 -0.08
C -1.966944 -1.970516 2.845730 0.986 1.133 1.768 -0.08
C -1.113944 -1.944516 1.574730 0.558 -2.576 -0.778 -0.15
C -2.681944 -0.672516 0.217730 -1.000 -2.690 0.454 0.04
H 0.149056 2.939484 -2.602270 -4.405 2.399 -1.199 0.00
H 1.661056 2.394484 -3.067270 -0.715 0.029 0.805 0.07
H 1.437056 2.857484 -1.271270 -1.625 -0.573 -2.744 0.15
H 1.765056 0.361484 -1.614270 -2.164 1.620 -0.178 0.14
H 0.218056 0.246484 -2.607270 0.931 1.232 1.122 0.16
H -0.959944 1.422484 -0.821270 -3.677 2.074 -0.629 0.09
H 0.441056 1.367484 0.158730 -0.327 1.072 -0.143 0.13
H 0.627056 -0.947516 0.234730 -0.407 1.661 0.325 0.14
H -0.479944 -1.192516 -0.818270 -0.810 -0.020 -1.476 0.11
H -1.986944 1.125484 1.910730 1.264 -0.640 -0.876 0.15
H -0.193944 0.598484 2.050730 -1.821 -0.525 0.131 0.16
H -2.522944 0.255484 3.827730 -1.082 -0.925 -0.629 0.11
H -1.036944 -0.239516 3.914730 3.814 -0.327 3.096 0.03
H -3.002944 -2.228516 2.613730 0.163 -0.095 0.459 0.09
H -1.472944 -2.679516 3.632730 -1.240 1.227 -1.493 0.14
H -1.368944 -2.816516 0.794730 1.203 1.718 1.955 0.16
H -0.012944 -1.815516 1.883730 -1.534 -0.935 -0.670 0.16
H -2.672944 -1.630516 -0.355270 0.022 1.237 -0.686 0.10
H -2.847944 0.245484 -0.324270 -0.172 -0.038 -0.114 0.12
H -3.443944 -0.954516 0.963730 0.028 1.103 -0.097 0.11
C 2.799056 -0.651516 -4.318270 -0.723 -0.416 2.529 -0.28
S 1.769056 -1.804516 -5.270270 1.398 0.628 -1.744 0.84
O 2.254056 -1.741516 -6.739270 -0.805 -0.218 2.563 -0.57
C 2.543056 -3.325516 -4.579270 -0.636 5.379 5.579 -0.21
H 3.871056 -0.647516 -4.519270 -0.031 -0.780 -0.034 0.06
H 2.544056 -0.795516 -3.155270 0.744 0.125 -2.621 0.07
H 2.498056 0.328484 -4.593270 -0.610 0.984 -0.211 0.01
H 2.147056 -3.921516 -5.216270 -2.021 -5.019 -3.632 -0.04
H 2.238056 -3.359516 -3.454270 0.377 -0.375 -2.098 0.08
H 3.531056 -3.046516 -4.669270 2.356 -0.343 -0.309 0.02
C -0.492944 -7.539516 1.091730 -3.747 3.149 -0.503 -0.25
S 0.470056 -6.010516 1.372730 -3.255 2.273 1.109 0.88
O -0.105944 -4.796516 0.578730 1.066 -2.245 0.434 -0.64
C -0.484944 -5.725516 2.959730 0.906 -2.582 0.559 -0.24
H -1.534944 -7.458516 1.712730 2.909 -0.801 -1.220 0.12
H 0.150056 -8.365516 1.182730 0.307 -1.282 0.028 0.03
H -0.858944 -7.246516 0.086730 0.461 -1.221 -0.009 0.03
H -1.494944 -5.280516 2.896730 0.563 -0.459 -0.817 0.07
H 0.156056 -5.066516 3.464730 0.630 0.978 1.240 0.00
H -0.505944 -6.760516 3.492730 0.009 2.041 -0.615 0.09
C -1.700944 -4.864516 -3.950270 -3.040 11.085 2.116 -0.19
S -1.206944 -4.153516 -2.364270 -1.627 1.088 -1.281 0.88
O -1.823944 -2.733516 -2.419270 0.896 -1.909 0.687 -0.56
C -2.391944 -5.196516 -1.525270 -1.149 -1.140 -0.242 -0.29
H -2.737944 -4.928516 -3.992270 -2.034 0.282 0.272 0.05
H -1.413944 -5.699516 -4.035270 4.937 -11.499 -1.668 -0.06
H -1.444944 -4.111516 -4.631270 0.914 0.519 -1.479 0.05
H -2.155944 -6.276516 -1.441270 0.551 0.596 -0.434 0.06
H -3.429944 -5.197516 -1.981270 1.249 0.679 0.617 0.09
H -2.305944 -4.828516 -0.543270 -0.661 0.374 1.484 -0.01
C 4.021056 3.116484 1.299730 2.120 -2.286 12.080 -0.15
S 4.808056 1.461484 1.835730 1.221 2.625 -0.228 0.84
O 4.709056 1.380484 3.337730 -0.905 -0.295 -1.231 -0.55
C 3.762056 0.320484 0.970730 0.115 -1.205 -0.660 -0.32
H 4.230056 3.328484 0.455730 2.000 2.156 -11.411 -0.08
H 4.578056 3.923484 1.908730 -0.794 -1.422 -0.511 0.11
H 3.072056 3.066484 1.648730 -3.128 0.094 0.384 -0.02
H 4.167056 -0.557516 1.500730 -0.342 -0.341 -0.709 0.02
H 4.002056 0.229484 -0.183270 -0.540 0.386 2.527 0.11
H 2.696056 0.343484 1.243730 0.183 0.323 -0.406 0.04
C 3.126056 -3.913516 1.408730 -0.603 2.499 1.555 -0.31
S 2.728056 -3.706516 -0.308270 2.295 1.352 -0.931 0.85
O 2.804056 -2.206516 -0.706270 -0.252 -2.329 0.872 -0.58
C 4.368056 -4.466516 -0.823270 -5.944 9.330 -5.522 -0.16
H 3.257056 -4.936516 1.592730 0.326 -1.636 -0.015 0.01
H 2.135056 -3.675516 1.920730 1.595 0.314 -0.023 0.04
H 4.091056 -3.366516 1.771730 -2.071 -0.591 -0.674 0.11
H 4.440056 -5.321516 -0.624270 1.141 -12.612 5.255 -0.09
H 5.191056 -3.902516 -0.623270 2.080 1.836 -0.212 0.05
H 3.991056 -4.846516 -1.824270 1.479 2.011 -0.443 0.09
C -7.388944 -1.605516 2.921730 1.323 -3.005 2.202 -0.25
S -6.703944 -0.946516 4.497730 0.430 -0.191 -1.916 0.82
O -5.314944 -0.511516 4.111730 -0.351 -0.197 0.310 -0.59
C -7.715944 0.514484 4.533730 -2.755 -1.061 -3.826 -0.29
H -6.887944 -2.609516 2.774730 -0.481 0.900 0.349 0.06
H -7.009944 -1.033516 2.143730 0.014 1.597 -1.417 0.02
H -8.429944 -1.823516 3.040730 -0.716 0.401 -0.358 0.04
H -7.285944 0.965484 5.308730 1.866 2.845 2.890 -0.04
H -8.700944 0.156484 5.016730 0.972 0.717 -1.488 0.09
H -7.719944 1.182484 3.472730 -0.198 -2.019 3.169 0.15
C -1.710944 6.280484 -0.983270 1.124 4.020 -2.055 -0.11
C -2.631944 7.462484 -0.615270 -0.293 -9.217 4.359 0.00
C -3.566944 7.127484 0.437730 1.487 1.982 -2.462 -0.07
C -3.578944 5.780484 0.942730 -1.751 0.947 2.390 -0.15
C -2.858944 4.744484 0.482730 3.180 2.445 -3.608 -0.09
C -1.788944 5.024484 -0.576270 -2.871 -3.135 3.858 -0.10
H -0.784944 6.382484 -1.637270 -1.489 0.834 0.478 0.11
H -2.679944 8.335484 -1.051270 0.382 4.356 -2.302 0.02
H -4.225944 8.046484 0.727730 0.971 -2.366 0.007 0.13
H -4.145944 5.525484 1.895730 0.231 0.705 -1.453 0.12
H -2.926944 3.822484 0.925730 -0.153 -2.124 0.964 0.05
H -1.086944 4.162484 -0.790270 -0.762 1.512 -0.118 0.09
C 3.942056 4.844484 -4.148270 -0.751 -5.039 -6.206 -0.06
C 2.811056 4.192484 -4.958270 3.084 -0.370 -2.607 -0.05
C 3.152056 3.579484 -6.265270 0.530 0.830 2.618 -0.08
C 4.594056 3.469484 -6.573270 -1.710 0.208 -2.571 -0.15
C 5.622056 4.061484 -5.859270 -0.763 0.179 1.684 -0.07
C 5.255056 4.748484 -4.546270 -3.335 -3.754 -5.558 -0.06
H 3.574056 5.487484 -3.526270 -1.454 3.474 4.406 0.02
H 1.747056 4.273484 -4.689270 0.732 0.234 0.082 0.07
H 2.358056 3.228484 -7.049270 1.643 0.593 1.865 0.12
H 4.767056 3.067484 -7.660270 0.071 0.600 2.312 0.12
H 6.688056 4.023484 -6.309270 -1.928 0.199 1.240 0.12
H 6.012056 5.224484 -4.169270 3.862 2.822 2.747 0.03
C 1.605056 3.045484 4.008730 -7.542 1.853 1.569 0.00
C 0.815056 2.091484 4.938730 1.341 2.713 -2.836 -0.06
C -0.437944 2.496484 5.308730 -0.987 1.863 -2.100 -0.12
C -1.102944 3.697484 4.721730 1.308 -1.706 2.040 -0.08
C -0.462944 4.589484 3.897730 3.908 -4.295 0.567 -0.06
C 0.931056 4.243484 3.476730 -1.906 -3.819 4.014 -0.02
H 2.508056 2.842484 3.646730 3.717 -1.166 -0.947 -0.01
H 1.177056 1.085484 5.089730 0.379 0.143 0.526 0.09
H -1.164944 1.930484 5.869730 0.467 -0.532 0.382 0.09
H -2.075944 3.726484 5.209730 -0.191 0.990 -0.838 0.09
H -0.829944 5.410484 3.447730 -1.739 2.697 -1.125 0.05
H 1.389056 4.898484 2.823730 1.192 1.111 -1.260 0.06
```
Forces are in eV/Å.

Summary:
E_HOMO	-10.36	eV
energy	-120401.33640	eV
net charge	+1
HOMO-LUMO gap	8.35	eV

---

No. 2
DFT (ωB97M-V/def2-TZVPD) results for one molecule with the formula C7H10O2S.

```
20
Properties=species:S:1:pos:R:3:forces:R:3:nbo_charge:R:1
C -0.265143 -0.549461 -0.246774 0.120 0.596 0.093 0.44
C -1.759204 -0.705699 -0.025083 -0.580 -1.485 1.072 -0.43
C -2.280978 0.749820 -0.196784 -1.102 -1.081 0.971 -0.41
C -1.165350 1.590940 0.372841 1.674 0.978 -0.104 -0.43
C 1.898374 -1.352366 0.307751 0.030 -0.208 1.528 -0.07
C 2.614665 -0.125840 -0.164901 -2.863 1.504 -1.418 -0.53
C 0.106522 0.871342 -0.178453 0.314 0.035 0.197 0.07
O -0.003452 0.135766 -1.449166 -0.550 1.755 -0.119 -0.53
O 0.573182 -1.592356 -0.099748 -0.527 -0.780 0.729 -0.49
S 1.776512 1.466097 0.260828 -1.043 -0.805 -0.058 0.20
H -2.095556 -1.533710 -0.726932 -0.099 1.323 0.638 0.23
H -2.086738 -1.027000 1.033558 1.100 0.179 -1.457 0.22
H -2.470425 0.881224 -1.251705 -0.065 0.663 -0.137 0.23
H -3.201682 0.910311 0.424770 0.592 -0.202 -0.911 0.22
H -1.267656 2.711969 0.240767 0.256 -1.342 -0.182 0.23
H -0.997022 1.410527 1.465293 -0.629 0.224 -0.635 0.22
H 2.418876 -2.088275 -0.217327 1.014 -1.744 -0.435 0.20
H 2.008318 -1.573116 1.418649 -0.163 0.669 -1.173 0.18
H 3.531373 -0.091511 0.302186 2.212 0.074 0.761 0.23
H 2.665382 -0.088662 -1.269778 0.308 -0.353 0.641 0.23
```
Forces are in eV/Å.

Summary:
E_HOMO	-8.74	eV
energy	-22349.47243	eV
HOMO-LUMO gap	9.54	eV

---

No. 3
DFT (ωB97M-V/def2-TZVPD) results for an isolated ion of composition C3H6NO2 and charge -1.

```
12
Properties=species:S:1:pos:R:3:forces:R:3:nbo_charge:R:1
O -1.153091 -1.381690 -0.542757 -0.975 0.569 -0.024 -0.71
C -0.380113 -0.710636 0.143697 1.941 -0.894 0.383 0.65
N 0.413826 0.256129 -0.321837 -0.308 1.232 -0.846 -0.77
C -0.085904 1.559223 -1.450828 -0.404 -1.640 -1.226 0.22
O 0.511497 2.663790 -1.358978 0.242 0.135 0.887 -0.82
C 0.003443 -1.243430 1.549360 0.920 -0.270 -1.575 -0.71
H 1.235721 0.656988 0.107569 -0.413 -0.355 0.956 0.37
H 0.151362 0.939410 -2.351097 -0.355 0.277 0.029 0.08
H -1.160094 1.433540 -1.181137 0.114 0.402 -0.134 0.08
H 0.815854 -1.962757 1.276111 -0.468 0.415 0.581 0.21
H -0.779334 -1.794877 2.041194 -0.368 0.056 0.217 0.21
H 0.426837 -0.415685 2.088698 0.075 0.072 0.754 0.20
```
Forces are in eV/Å.

Summary:
E_HOMO	-3.46	eV
energy	-8793.27425	eV
net charge	-1
HOMO-LUMO gap	7.61	eV

---

The calculation returns the following LUMO values, one per record and in order: -2.01; 0.81; 4.15 eV.